232
Properties=species:S:1:pos:R:3:forces:R:3:mulliken_charge:R:1 method="wB97M-V/def2-TZVPD" homo_energy_ha=-0.304 molar_mass_g_mol=1237.9 e_lumo_ev=0.4 total_energy_ev=-109503.1227
C 4.398134 1.640712 2.941885 0.176 -0.271 -0.486 0.49
C 3.346977 2.081250 3.898138 -1.594 1.977 -1.052 -0.73
O 2.059097 1.524058 3.663910 -0.086 -0.468 0.198 1.20
O 5.140439 0.500375 3.354065 -0.370 0.035 -0.702 -0.73
H 5.056118 2.503046 2.826370 0.396 -0.155 -0.190 0.44
H 3.875052 1.453175 1.977391 0.511 0.127 0.288 -0.72
H 3.142428 3.158095 3.667402 0.584 -0.493 0.527 0.00
H 3.626233 1.960478 4.913243 0.489 -0.156 1.131 0.45
H 2.212976 0.667455 3.262805 -0.246 -0.694 -0.208 -1.43
H 4.699426 -0.261540 2.889055 0.245 0.173 0.557 -0.21
C 3.020652 2.870592 -3.530602 -0.497 -0.735 0.443 -0.48
C 3.696536 1.772950 -2.714932 -0.198 1.749 0.600 2.52
O 4.935916 1.375768 -3.251089 -0.356 -0.345 -0.590 -0.82
O 2.651202 2.362174 -4.806387 -0.008 0.699 -0.385 -0.50
H 3.747082 3.645050 -3.641749 0.508 0.840 -0.060 0.51
H 2.109444 3.272118 -3.032129 0.561 -0.272 0.098 0.16
H 3.033659 0.939996 -2.627757 -0.535 -0.757 0.329 -1.38
H 3.923080 2.232517 -1.749105 -0.246 -0.326 0.168 -0.61
H 4.628152 0.873495 -4.015518 0.803 -0.110 -0.369 0.44
H 2.520893 3.171246 -5.332277 -0.043 -0.790 -0.127 0.30
C -2.485646 6.228930 1.386091 1.024 -0.528 0.115 -0.43
C -3.565158 5.208641 1.676193 -0.345 -0.147 -0.215 -0.27
O -3.040133 4.053697 2.363895 -0.161 0.763 -0.224 -0.35
O -1.872044 6.726269 2.567519 0.206 0.045 0.508 -0.56
H -2.863032 7.044131 0.755317 -0.030 -0.016 0.397 0.47
H -1.683620 5.738998 0.845697 0.037 -0.283 -0.690 -0.03
H -3.984851 4.831693 0.723155 0.084 0.262 0.423 0.32
H -4.358783 5.722220 2.253837 0.218 -0.502 -0.042 0.26
H -2.269851 4.379536 2.850129 -0.054 -0.171 0.135 -0.03
H -1.088030 6.184595 2.856153 -1.102 0.410 -0.397 0.47
C -1.260834 -1.820567 2.555165 -0.013 -1.020 0.726 1.75
C -0.880357 -2.744422 1.379603 -0.901 2.897 -1.014 -0.22
O 0.249938 -2.134515 0.732443 -0.289 0.498 -0.048 1.02
O -2.223929 -2.373464 3.462744 0.030 -0.454 -0.890 -0.69
H -1.769506 -0.944659 2.213454 0.286 0.863 -0.785 -0.67
H -0.329792 -1.554743 3.078908 -0.277 0.090 -0.021 -0.54
H -1.714486 -2.681900 0.649964 0.279 -0.601 0.441 -1.13
H -0.626429 -3.738219 1.602706 0.188 -1.306 0.613 0.85
H -0.063055 -1.237496 0.382830 0.401 -0.764 0.157 -0.93
H -1.800272 -2.434651 4.303419 0.295 -0.033 0.964 0.42
C -3.228236 -4.163542 -1.582442 1.892 -0.531 0.645 -1.94
C -4.691412 -4.530106 -1.535132 0.622 -0.262 -2.318 2.79
C -5.474857 -3.255997 -1.347653 -0.355 0.189 0.245 0.17
C -6.959587 -3.388846 -1.714568 0.759 0.746 -0.046 -1.16
C -7.052985 -3.909099 -3.133400 -0.665 -0.815 -0.588 -1.28
C -6.252023 -5.212441 -3.498448 1.818 2.140 -0.176 1.42
N -4.854488 -4.990269 -2.965844 -1.982 0.559 -0.109 0.54
O -4.053023 -6.113910 -3.253054 -0.457 -0.741 0.576 -0.55
C -7.026371 -6.387740 -2.970105 0.819 -0.637 0.673 -1.59
C -6.102635 -5.202833 -5.033620 0.240 -1.202 0.500 -2.07
C -5.047754 -5.483216 -0.430424 2.153 -0.080 1.450 -1.75
H -2.530486 -5.043455 -1.558488 -0.769 0.513 0.160 0.54
H -2.943167 -3.547404 -0.725708 -0.045 0.094 -0.099 -0.43
H -2.974605 -3.650387 -2.522516 -0.309 0.164 0.406 0.54
H -5.314435 -2.976500 -0.302783 -0.291 0.043 -0.005 0.16
H -5.074358 -2.401014 -1.925224 0.060 -0.613 -0.048 -0.84
H -7.246257 -2.328930 -1.709496 -0.794 -0.348 0.034 0.50
H -7.607686 -3.945787 -1.040283 0.295 -0.024 0.324 0.41
H -6.840263 -3.050219 -3.779976 0.240 -0.484 -0.310 0.36
H -8.068083 -4.273886 -3.356694 -0.083 0.745 0.032 0.42
H -7.750703 -6.625013 -3.718506 -0.979 -0.175 -0.150 0.45
H -6.447142 -7.314015 -2.818105 0.100 0.517 -0.049 0.27
H -7.463678 -6.087939 -2.013526 -0.279 -0.415 -0.158 0.39
H -5.703532 -4.266284 -5.389393 0.335 0.123 -0.087 0.35
H -5.556716 -6.075330 -5.401593 0.776 0.281 0.322 0.42
H -7.012614 -5.413990 -5.537740 -1.480 0.399 -0.188 0.51
H -4.661366 -6.491551 -0.556354 -0.328 -0.222 -0.543 0.42
H -6.082062 -5.470962 -0.147014 -0.464 -0.091 0.108 0.36
H -4.399180 -5.145438 0.435938 -1.084 -0.139 -0.463 0.32
H -3.272457 -5.749657 -3.664125 0.270 0.203 -0.273 0.32
C 2.311455 -3.460393 3.655752 0.388 -1.018 0.294 -2.04
C 3.417050 -2.426692 3.678784 -1.149 1.202 -0.061 1.92
C 4.741714 -3.035027 4.052380 0.567 -0.258 1.071 -1.64
C 5.550753 -3.652382 2.933225 -0.962 -0.827 -0.322 -0.99
C 5.582242 -2.714045 1.733716 -0.454 -0.845 -0.237 -1.36
C 4.165323 -2.316216 1.247552 1.473 0.200 0.168 1.92
N 3.601377 -1.627853 2.421461 -1.328 0.249 -0.001 0.08
O 2.348864 -0.962016 2.086845 0.349 -0.887 0.089 3.84
C 4.370174 -1.292792 0.114416 -0.138 1.902 0.640 -0.86
C 3.365954 -3.447898 0.670731 -1.850 -0.338 -0.196 -1.45
C 2.984267 -1.477523 4.787139 0.492 1.034 1.308 -1.53
H 2.705401 -4.311228 3.123099 -0.497 -0.565 -0.196 0.67
H 1.311190 -3.177433 3.312505 0.391 0.204 -0.167 -0.13
H 2.224570 -3.756453 4.708017 -0.262 -0.170 -0.237 0.59
H 5.344706 -2.283206 4.586643 -0.073 0.087 -0.466 0.51
H 4.554053 -3.777950 4.836167 -0.092 -0.058 -0.109 0.35
H 5.229133 -4.707139 2.716561 -0.366 1.025 -0.328 0.29
H 6.511829 -3.863095 3.320091 1.400 0.215 0.300 0.62
H 6.141244 -3.159205 0.911354 -0.043 -0.028 -0.150 0.49
H 6.069716 -1.787317 1.988832 0.403 0.335 0.268 0.41
H 3.420423 -0.914315 -0.273340 -0.105 -0.426 -0.068 -0.89
H 4.852556 -0.339751 0.490002 -0.174 -1.083 -0.132 -0.18
H 4.964541 -1.638524 -0.726756 0.074 -0.396 0.097 0.72
H 3.066256 -4.327857 1.270840 0.889 0.471 -0.103 0.06
H 2.379272 -3.018594 0.409209 0.343 -0.215 -0.241 0.09
H 3.824346 -3.764412 -0.257857 0.126 -0.202 -0.028 0.66
H 3.701809 -0.652543 4.910964 -0.414 0.115 -0.449 0.28
H 3.046785 -1.929650 5.799143 -0.130 -0.424 -0.660 0.69
H 1.949678 -1.108601 4.697019 0.458 -0.055 -0.198 -0.36
H 1.632354 -1.608902 1.782367 0.874 0.437 0.121 -0.91
C 1.174339 -1.974281 -6.751372 0.009 -1.332 0.634 -1.99
C 1.678195 -2.140796 -5.254522 0.356 -0.328 -1.094 2.45
C 0.777718 -1.289315 -4.357031 -0.499 -0.507 1.252 -1.96
C 0.846843 -1.672644 -2.838994 2.497 1.714 -0.450 2.00
C 0.717737 -3.146825 -2.637775 -1.290 -0.102 -0.850 -1.38
C 1.659048 -4.035433 -3.494377 -0.888 1.693 0.202 2.34
N 1.515657 -3.635060 -4.915404 -0.434 1.419 0.434 0.03
O 2.478575 -4.362350 -5.651964 0.219 -0.068 -0.317 -0.51
C 3.051417 -3.930167 -2.906784 0.043 -0.498 0.654 -1.75
C 1.111909 -5.427676 -3.316467 0.119 -1.451 -1.410 -2.15
C 3.157402 -1.633280 -5.178207 -0.333 -0.652 -0.912 -1.17
H 0.810894 -0.968885 -6.965833 0.223 0.053 0.133 0.33
H 0.345484 -2.694570 -6.966077 0.476 0.603 0.371 0.40
H 1.985577 -2.245397 -7.436485 -0.112 0.236 0.042 0.46
H 0.968333 -0.201852 -4.476446 0.047 -0.641 -0.181 0.32
H -0.262435 -1.489158 -4.645947 0.028 0.156 -0.160 0.20
H 0.153053 -1.048731 -2.283402 -0.522 -0.322 0.098 -0.16
H 1.832565 -1.306913 -2.390791 -0.779 -0.443 -0.658 -1.34
H -0.349437 -3.349826 -2.944235 0.874 -0.395 0.512 -0.12
H 0.896734 -3.418402 -1.600611 -0.341 -0.029 0.180 0.53
H 3.409188 -2.956743 -2.615532 -0.252 0.725 -0.224 0.12
H 2.910834 -4.444716 -1.959936 0.603 -0.349 0.109 0.57
H 3.840838 -4.379694 -3.490620 0.018 -0.440 -0.220 0.47
H 0.079781 -5.510263 -3.677903 0.225 0.220 -0.314 0.42
H 1.742394 -6.138933 -3.897605 -0.467 0.245 0.424 0.44
H 1.035529 -5.793654 -2.303543 0.473 0.250 0.542 0.30
H 3.366142 -0.888210 -5.962334 -0.280 -0.098 0.299 0.48
H 3.899921 -2.429177 -5.318972 -0.374 0.019 -0.004 0.29
H 3.329695 -1.195786 -4.226189 0.271 0.503 0.971 -0.18
H 1.946159 -4.824545 -6.305599 0.035 -0.068 -0.050 0.37
C -4.875661 0.489984 -2.009647 0.626 -0.706 -0.600 -0.73
C -3.733668 0.942396 -2.952541 -1.077 1.084 -0.007 1.56
C -4.443625 1.495775 -4.264937 0.293 -1.287 1.943 -1.51
C -3.590956 2.325923 -5.146967 0.181 0.908 -0.052 -0.62
C -2.952081 3.396810 -4.256725 1.108 0.588 -0.541 -1.54
C -2.139072 2.900578 -3.052584 -0.476 -0.461 1.380 2.07
N -3.095911 2.082365 -2.207845 0.692 -0.412 -0.975 0.01
O -2.359128 1.487459 -1.117866 -1.201 0.540 0.766 1.18
C -0.880978 2.181373 -3.545611 -0.011 1.733 -0.665 -1.34
C -1.693566 4.096427 -2.173830 -1.277 -0.299 -0.719 -2.25
C -2.805761 -0.189979 -3.395560 -0.317 -1.414 0.598 -1.34
H -5.373579 1.376233 -1.617627 -0.233 -0.130 -0.149 0.50
H -4.497868 -0.099218 -1.178594 0.180 0.098 0.141 -0.53
H -5.543078 -0.196141 -2.553774 -0.125 0.441 0.098 0.46
H -4.715547 0.549894 -4.710464 -0.616 -0.058 -0.596 0.44
H -5.332939 2.069920 -3.999532 -0.073 -0.176 0.173 0.35
H -4.289052 2.783935 -5.860441 0.502 0.157 -0.119 0.43
H -2.870940 1.753601 -5.719878 0.242 -0.123 -0.043 0.34
H -3.737010 4.067840 -3.940310 -0.302 0.210 0.431 0.38
H -2.214603 4.040255 -4.773959 -0.473 -0.264 -0.304 0.42
H -0.235216 2.999337 -3.916617 0.013 -0.404 0.095 0.35
H -0.299075 1.604264 -2.864709 0.131 -0.433 0.877 -0.38
H -1.118661 1.598025 -4.395490 0.039 -0.754 -0.799 0.51
H -0.945760 3.774791 -1.466277 -0.140 0.017 0.636 0.03
H -1.273525 4.895247 -2.751426 0.592 0.257 -0.760 0.59
H -2.605749 4.563878 -1.782883 0.303 -0.355 0.711 0.46
H -2.316649 0.079510 -4.323285 0.251 -0.175 -0.028 0.38
H -3.389846 -1.135799 -3.606500 0.316 1.027 0.170 0.53
H -2.064796 -0.504373 -2.627466 -0.374 0.502 -0.475 -0.34
H -2.977098 1.520258 -0.308235 1.036 -0.060 -1.241 -0.32
C 0.983219 4.659283 5.963837 -0.767 -2.067 -0.251 -1.60
C 0.200014 4.079175 4.762803 -0.534 -1.212 0.160 3.04
C -1.214640 3.627901 5.157452 0.332 -0.335 -0.060 -1.32
O 0.046140 4.996600 3.690530 0.552 0.886 -0.454 -0.47
H 1.982171 4.867872 5.641054 0.667 0.458 -0.046 0.41
H 1.055870 3.827713 6.722983 -0.073 0.963 -0.541 0.30
H 0.476038 5.515861 6.381227 -0.024 0.292 0.131 0.41
H 0.699807 3.194421 4.322848 0.171 0.341 0.567 -1.75
H -1.231946 2.943126 6.003548 0.320 -0.128 -0.015 0.19
H -1.824111 3.177586 4.369133 0.526 -0.177 -0.163 0.02
H -1.779537 4.465206 5.470705 -0.605 1.210 0.444 0.62
H 0.929287 5.180893 3.301659 -0.395 -0.306 0.082 0.03
C -4.861277 -0.892982 1.410694 -0.011 -0.737 1.308 -0.68
C -5.059796 0.571774 1.681375 0.777 0.072 -1.552 1.02
C -5.548428 0.780696 3.070515 0.013 0.961 0.020 -1.97
O -3.748043 1.136082 1.422487 0.055 0.557 0.324 0.26
H -4.207512 -1.197410 2.233176 -0.314 -0.504 0.254 0.15
H -4.271861 -1.188180 0.572153 0.129 0.379 -1.078 -0.36
H -5.794444 -1.472329 1.422237 0.217 0.186 0.087 0.44
H -5.764517 1.027419 0.964869 0.117 -0.072 0.171 0.15
H -4.858794 0.407592 3.823755 0.168 0.196 0.040 0.29
H -6.464683 0.250494 3.167987 -0.877 -0.610 0.203 0.51
H -5.816306 1.833719 3.185536 0.327 0.033 0.452 0.47
H -3.544604 1.911327 1.982382 -0.407 -0.182 -0.277 -0.32
C 7.478497 1.914036 -0.468926 0.837 0.325 0.210 -1.44
C 6.586355 3.082171 -0.296984 -0.439 2.530 -0.593 2.05
C 7.190813 4.259967 0.480234 1.485 -1.204 0.211 -1.58
O 6.106215 3.681915 -1.536549 0.717 -1.151 -0.495 -0.61
H 8.468047 2.330975 -0.783009 -0.602 -0.945 -0.040 0.37
H 7.031585 1.174969 -1.130958 0.285 0.014 -0.337 0.42
H 7.553747 1.440671 0.511198 0.358 -0.074 0.004 0.34
H 5.696065 2.828503 0.212089 -1.069 -0.782 0.865 -0.89
H 7.325846 3.958157 1.534590 0.014 0.183 -0.320 0.30
H 6.524737 5.094308 0.447572 -0.365 0.612 -0.095 0.40
H 8.205104 4.543622 0.076975 -1.062 -0.190 0.272 0.40
H 6.176451 2.980340 -2.215885 -0.216 0.541 0.248 0.30
C 3.375746 4.803957 0.034115 1.450 0.499 -0.353 0.23
C 2.776595 5.809603 0.959083 -0.186 2.758 1.077 0.29
C 1.335932 6.259122 0.567310 0.071 -0.760 -0.028 -0.94
O 2.728897 5.310142 2.360512 -0.111 0.069 -0.848 -0.38
H 4.152508 4.238705 0.567351 -0.548 -0.277 -0.132 -0.56
H 3.967971 5.321881 -0.741984 -0.410 -0.092 0.142 0.62
H 2.640397 4.203380 -0.483328 -0.067 -0.394 0.200 -0.60
H 3.423169 6.771943 1.022375 -0.790 -1.602 -0.274 0.47
H 0.871900 6.665905 1.474945 -0.086 -0.006 -0.339 0.28
H 0.798755 5.317830 0.269812 0.116 0.958 0.190 -0.08
H 1.239163 7.033879 -0.238757 0.417 -0.860 0.600 0.46
H 3.047156 6.026359 2.922764 0.014 -0.120 -0.132 0.22
C -1.091814 -1.047856 7.590298 -1.794 1.017 -0.910 -1.72
C -0.767368 0.187694 6.758618 1.501 -0.723 0.656 0.66
C 0.658788 0.648041 7.081732 -0.766 0.312 0.867 -0.66
O -0.771453 -0.189151 5.381466 -0.596 -0.018 0.357 -0.02
H -2.109638 -1.347952 7.290321 0.136 -0.038 0.404 0.36
H -1.103165 -0.743017 8.635841 0.204 -0.500 0.087 0.44
H -0.467473 -1.874226 7.315976 0.739 -0.314 0.275 0.35
H -1.462872 0.995825 7.000880 -0.257 -0.063 -0.315 0.24
H 0.909168 1.387385 6.350318 0.691 0.403 -0.629 -0.18
H 1.320358 -0.212535 7.061972 0.258 0.086 -0.163 0.24
H 0.744402 1.161795 8.056585 -0.157 -0.402 -0.219 0.44
H -0.287694 0.503247 4.930790 0.172 0.188 -0.513 -0.19
C 1.699320 1.656271 0.172189 -0.105 1.109 0.614 0.60
C 0.520649 1.145400 0.918538 -2.653 1.006 -0.866 2.72
C -0.370455 2.307393 1.411522 0.704 0.198 1.396 -0.27
O -0.337329 0.350353 0.054589 0.655 -0.814 0.002 0.47
H 2.355980 0.892404 -0.121602 0.720 -1.127 -0.753 -1.07
H 2.269971 2.289022 0.832400 0.257 0.318 0.414 0.05
H 1.407612 2.313471 -0.647414 -0.170 -0.264 -0.296 -0.57
H 0.759025 0.457430 1.712600 0.219 0.165 0.256 -0.41
H -0.663050 3.021471 0.647688 -0.305 -0.387 -0.539 -1.00
H 0.143400 2.960427 2.126967 0.387 -0.301 0.005 0.06
H -1.240360 1.962923 1.985077 0.028 -0.155 -0.548 0.04
H -0.808995 0.838483 -0.646760 0.020 0.245 0.426 -0.92